{
  "formula": "C57H42N8OSc",
  "method": "ωB97M-V/def2-TZVPD",
  "e_tot_ha": -3471.5199,
  "de_lowest_ev": 0.0675,
  "spin_multiplicity": 1,
  "e_homo_ev": -4.20,
  "charge": -1,
  "symbols": ["Sc", "C", "C", "C", "C", "C", "C", "C", "C", "C", "C", "C", "C", "C", "C", "C", "C", "C", "C", "C", "N", "C", "C", "C", "C", "C", "C", "C", "C", "C", "C", "C", "C", "N", "C", "C", "C", "C", "C", "N", "C", "C", "C", "C", "C", "C", "C", "C", "N", "H", "H", "H", "H", "H", "H", "H", "H", "H", "H", "H", "H", "H", "H", "H", "H", "H", "H", "H", "H", "H", "H", "H", "H", "H", "H", "H", "H", "C", "H", "H", "H", "C", "N", "C", "C", "C", "N", "C", "O", "N", "H", "H", "H", "H", "H", "H", "H", "N", "C", "C", "C", "C", "C", "C", "C", "H", "H", "H", "H"],
  "coordinates": [[0.11, 0.41, -0.28], [5.02, 3.89, -5.28], [5.41, 2.58, -5.02], [4.62, 1.76, -4.22], [3.43, 2.24, -3.67], [3.06, 3.56, -3.93], [3.85, 4.38, -4.74], [2.55, 1.38, -2.82], [3.04, 0.92, -1.60], [4.39, 1.13, -1.14], [4.53, 0.40, -0.01], [3.26, -0.22, 0.25], [3.00, -1.05, 1.35], [4.10, -1.25, 2.35], [5.29, -1.91, 2.03], [6.28, -2.08, 2.99], [6.09, -1.59, 4.28], [4.91, -0.94, 4.60], [3.92, -0.77, 3.64], [1.80, -1.69, 1.59], [0.63, -1.51, 0.91], [-0.24, -2.43, 1.40], [-1.54, -2.64, 0.95], [-2.41, -3.55, 1.76], [-2.65, -3.26, 3.10], [-3.46, -4.07, 3.89], [-4.04, -5.21, 3.34], [-3.81, -5.52, 2.00], [-3.00, -4.70, 1.23], [-2.08, -2.08, -0.21], [-3.41, -2.35, -0.71], [-3.51, -1.72, -1.90], [-2.24, -1.06, -2.13], [-1.40, -1.26, -1.07], [-1.93, -0.37, -3.30], [-0.70, 0.24, -3.56], [-0.34, 0.79, -4.85], [0.91, 1.29, -4.71], [1.30, 1.05, -3.34], [0.31, 0.41, -2.67], [-2.97, -0.30, -4.37], [-3.45, -1.44, -5.01], [-4.41, -1.35, -6.01], [-4.91, -0.11, -6.39], [-4.43, 1.03, -5.77], [-3.47, 0.94, -4.78], [0.39, -3.22, 2.44], [1.65, -2.76, 2.56], [2.36, 0.11, -0.72], [5.64, 4.52, -5.91], [6.32, 2.19, -5.45], [4.91, 0.74, -4.02], [2.14, 3.94, -3.50], [3.54, 5.40, -4.93], [5.14, 1.74, -1.62], [5.41, 0.33, 0.62], [5.43, -2.28, 1.03], [7.19, -2.59, 2.73], [6.86, -1.73, 5.03], [4.76, -0.54, 5.60], [3.00, -0.24, 3.88], [-2.17, -2.38, 3.53], [-3.62, -3.82, 4.93], [-4.67, -5.85, 3.94], [-4.25, -6.41, 1.57], [-2.81, -4.95, 0.19], [-4.17, -2.93, -0.21], [-4.37, -1.69, -2.56], [-0.94, 0.75, -5.75], [1.52, 1.76, -5.47], [-3.05, -2.41, -4.71], [-4.77, -2.26, -6.49], [-5.66, -0.05, -7.17], [-4.81, 2.01, -6.06], [-3.10, 1.84, -4.29], [-0.06, -4.04, 2.97], [2.43, -3.13, 3.21], [-1.00, 2.31, -1.07], [-1.47, 2.95, -0.32], [-1.68, 2.23, -1.94], [-0.13, 2.87, -1.45], [-2.65, -0.08, 5.19], [-2.96, 0.18, 3.79], [-4.18, 0.61, 3.39], [-4.43, 0.89, 2.11], [-3.33, 0.77, 1.19], [-2.13, 0.33, 1.55], [-1.90, -0.01, 2.86], [-0.86, -0.46, 3.30], [-3.53, 1.11, -0.08], [-3.57, 0.07, 5.77], [-1.88, 0.60, 5.54], [-2.29, -1.10, 5.32], [-4.93, 0.69, 4.17], [-5.40, 1.23, 1.78], [-4.39, 1.57, -0.34], [-2.72, 1.26, -0.68], [1.83, 5.09, 5.79], [1.60, 4.44, 4.87], [1.31, 3.62, 3.70], [2.34, 3.00, 3.00], [2.04, 2.19, 1.90], [0.73, 1.94, 1.45], [-0.25, 2.66, 2.15], [0.00, 3.48, 3.24], [3.37, 3.13, 3.32], [2.88, 1.77, 1.38], [-1.28, 2.61, 1.81], [-0.80, 4.00, 3.75]]
}